This record from OMol25 describes a 3-piece molecular cluster, C2HNO3 overall in a non-equilibrium geometry. The level of theory is ωB97M-V/def2-TZVPD.

Each line ends with the Löwdin charge.
Geometry (Å):
C1 -13.360 -2.382 0.047  0.030
C2 -13.271 0.874 0.070  -0.853
N1 -13.232 0.465 -1.119  0.042
O1 -13.256 0.726 1.263  -0.026
O2 -14.312 -2.459 0.734  -0.039
O3 -13.199 1.992 -0.789  -0.154
H1 2.548 0.776 0.413  -1.000

Its total charge is -2. As for the multiplicity: 1. The calculation puts the strongest force on any atom at 5.3 eV/Å. The value obtained for the molar mass is 87.03 g/mol. The orbital gap is 3.360 eV.

This record from OMol25 describes an isolated molecule of C2HNO3 in a non-equilibrium geometry. The level of theory is ωB97M-V/def2-TZVPD.

Each line ends with the Löwdin charge.
Geometry (Å):
O1 -0.962 -0.730 1.465  0.108
N1 0.143 -0.674 1.010  -0.396
O2 1.157 -0.948 1.564  0.132
C1 0.213 -0.207 -0.353  -0.071
C2 -0.351 0.599 -1.162  0.069
O3 1.001 0.903 -0.979  0.039
H1 -1.202 1.058 -1.544  0.120

As for the multiplicity: 1. The calculation puts the strongest force on any atom at 1.8 eV/Å. The value obtained for the molar mass is 87.03 g/mol. The orbital gap is 8.491 eV.

This record from OMol25 describes an isolated molecule of C2HNO3 in a non-equilibrium geometry. The level of theory is ωB97M-V/def2-TZVPD.

Each line ends with the Löwdin charge.
Geometry (Å):
O1 -1.381 1.930 -0.252  0.249
C1 -1.765 0.828 -0.343  -0.035
N1 -2.108 -0.346 0.178  -0.251
O2 -3.192 -0.864 0.485  -0.056
C2 -1.004 -1.199 0.194  -0.160
O3 0.009 -0.851 -0.405  0.092
H1 -1.327 -2.106 0.701  0.160

As for the multiplicity: 1. The calculation puts the strongest force on any atom at 3.8 eV/Å. The value obtained for the molar mass is 87.03 g/mol. The orbital gap (alpha / beta) is 8.029 / 8.020 eV.